(1)
DFT (ωB97M-V with the def2-TZVPD basis set) results for the ion C22H36N2O10PS with charge -1.

The SMILES is [H]/N=C(/C)C[C@H](O[C@H](COc1ccccc1)C(=O)[O-])[C@](COCOCCO)(O[C@@H](S)CCCN)P(O)O. Its gap between HOMO and LUMO is 6.9038 eV. The HOMO energy is -4.792 eV. The molecular weight is 551.6 g/mol.

```
! wB97M-V def2-TZVPD RIJCOSX def2/J DEFGRID3
* xyz -1 1
C -2.8959 -2.1852 -3.7546
C -1.6902 -1.2892 -3.6452
N -1.7962 -0.0926 -4.0519
C -0.3835 -1.8473 -3.0943
C -0.2375 -1.5599 -1.5668
O -1.3785 -0.8900 -1.0921
C -1.9769 -1.4747 0.0748
C -2.5545 -2.8487 -0.2138
O -3.2107 -3.3991 0.9228
C -2.4660 -3.4209 2.0716
C -3.0036 -2.8233 3.2021
C -2.2707 -2.8114 4.3765
C -1.0051 -3.3841 4.4287
C -0.4733 -3.9877 3.2979
C -1.2060 -4.0039 2.1189
C -3.1331 -0.5181 0.5198
O -4.1090 -0.4775 -0.2465
O -2.9201 0.0945 1.5989
C 1.0254 -0.6947 -1.2800
C 1.0842 -0.5236 0.2345
O 2.3104 0.0229 0.7033
C 2.3372 0.1768 2.0955
O 3.1436 1.2730 2.4320
C 2.5730 2.5394 2.1428
C 1.9599 3.1881 3.3679
O 0.8475 2.4697 3.8769
O 0.7611 0.5177 -1.9946
C 1.3922 1.6919 -1.6102
S 3.2351 1.6913 -1.8895
C 0.7162 2.8283 -2.4035
C -0.1859 3.6556 -1.4812
C 0.5956 4.6167 -0.5475
N 0.2536 6.0395 -0.6733
P 2.4306 -1.7786 -1.9774
O 2.7441 -0.9633 -3.3831
O 3.7357 -1.5118 -1.0452
H -2.7046 -3.1939 -3.3940
H -3.2123 -2.2075 -4.7981
H -3.7082 -1.7280 -3.1871
H -0.9074 0.3895 -3.9174
H -0.3884 -2.9294 -3.2240
H 0.3976 -1.3728 -3.6836
H -0.0894 -2.5191 -1.0680
H -1.2516 -1.4711 0.8891
H -1.8238 -3.5571 -0.6306
H -3.3168 -2.7059 -0.9789
H -3.9770 -2.3604 3.1178
H -2.6518 -2.3275 5.2663
H -0.4392 -3.3421 5.3506
H 0.5198 -4.4155 3.3479
H -0.7796 -4.4607 1.2339
H 0.2384 0.0974 0.5561
H 0.9229 -1.5116 0.6841
H 2.8116 -0.6874 2.5715
H 1.3243 0.2860 2.5022
H 1.8106 2.4591 1.3651
H 3.3795 3.1899 1.7932
H 2.7213 3.3021 4.1455
H 1.5908 4.1737 3.0764
H 1.1751 1.7659 4.4430
H 1.2618 1.9129 -0.5514
H 3.5875 2.2617 -0.7307
H 0.0617 2.3761 -3.1495
H 1.4692 3.4515 -2.8819
H -0.9389 4.2064 -2.0457
H -0.7266 2.9510 -0.8420
H 0.4383 4.3175 0.4898
H 1.6652 4.4775 -0.7395
H -0.0042 6.2237 -1.6350
H -0.5649 6.2194 -0.1060
H 3.7001 -0.9347 -3.5060
H 4.1403 -0.6398 -1.1795
*
```

So, what does the Löwdin scheme give us? The charges, in e, come out as:
1 C -0.043
2 C -0.414
3 N 0.151
4 C -0.084
5 C -0.331
6 O -0.047
7 C -0.226
8 C -0.137
9 O -0.025
10 C -0.291
11 C 0.006
12 C -0.081
13 C -0.118
14 C -0.100
15 C -0.028
16 C -0.670
17 O -0.023
18 O -0.060
19 C -0.447
20 C -0.149
21 O -0.139
22 C -0.239
23 O -0.090
24 C -0.199
25 C -0.234
26 O -0.050
27 O -0.118
28 C -0.601
29 S 0.825
30 C -0.184
31 C -0.175
32 C -0.280
33 N -0.016
34 P 0.923
35 O -0.310
36 O -0.304
37 H 0.066
38 H 0.074
39 H 0.085
40 H 0.032
41 H 0.111
42 H 0.090
43 H 0.122
44 H 0.122
45 H 0.114
46 H 0.118
47 H 0.128
48 H 0.099
49 H 0.089
50 H 0.094
51 H 0.113
52 H 0.149
53 H 0.138
54 H 0.144
55 H 0.137
56 H 0.103
57 H 0.127
58 H 0.120
59 H 0.118
60 H 0.086
61 H 0.083
62 H -0.139
63 H 0.109
64 H 0.090
65 H 0.107
66 H 0.121
67 H 0.098
68 H 0.097
69 H 0.055
70 H 0.059
71 H 0.047
72 H 0.004

***

(2)
DFT (ωB97M-V with the def2-TZVPD basis set) results for an isolated molecule of C22H36N4O3.

The SMILES is COCCCCC(=O)N[C@H]1CC[C@@H](N(C)C(=O)c2cnc3n2CC[C@@H](C)C3)CC1. Its gap between HOMO and LUMO is 9.2247 eV. The HOMO energy is -8.548 eV. The molecular weight is 404.6 g/mol.

```
! wB97M-V def2-TZVPD RIJCOSX def2/J DEFGRID3
* xyz 0 1
C -1.4627 3.0303 2.1998
O -0.5809 2.3202 1.3630
C -0.7888 2.6158 -0.0052
C 0.1853 1.7984 -0.8253
C -0.0666 0.2988 -0.7095
C 1.0174 -0.5387 -1.3831
C 2.4289 -0.2946 -0.8737
O 3.3876 -0.2243 -1.6246
N 2.5551 -0.1755 0.4714
C 3.8368 0.0956 1.1082
C 3.6056 0.8065 2.4384
C 2.9867 -0.1046 3.4992
C 3.8036 -1.3892 3.6480
N 3.3810 -2.1853 4.8202
C 3.5209 -1.4696 6.0806
C 2.5060 -3.2327 4.7122
O 2.1818 -3.7256 3.6395
C 1.9442 -3.8364 5.9501
C 1.4276 -3.3467 7.1266
N 0.8097 -4.3295 7.8370
C 0.9439 -5.4194 7.1104
N 1.6070 -5.1812 5.9563
C 1.8943 -6.1912 4.9379
C 1.7655 -7.5822 5.5359
C 0.4569 -7.7399 6.3052
C 0.2321 -9.1750 6.7578
C 0.4774 -6.7836 7.4961
C 3.9482 -2.1172 2.3162
C 4.6374 -1.1922 1.3158
H -1.2401 2.7512 3.2275
H -1.3326 4.1131 2.0871
H -2.5074 2.7807 1.9801
H -1.8265 2.3783 -0.2824
H -0.6363 3.6890 -0.1799
H 0.1202 2.1082 -1.8719
H 1.1970 2.0359 -0.4850
H -0.1699 0.0342 0.3461
H -1.0319 0.0587 -1.1643
H 0.8055 -1.6037 -1.2525
H 1.0497 -0.3456 -2.4552
H 1.7248 -0.1936 1.0381
H 4.3878 0.7509 0.4319
H 4.5751 1.1597 2.8021
H 2.9811 1.6897 2.2835
H 2.9380 0.4340 4.4464
H 1.9538 -0.3699 3.2422
H 4.8214 -1.0704 3.9179
H 3.6793 -2.1663 6.8995
H 4.3987 -0.8282 6.0111
H 2.6584 -0.8407 6.3106
H 1.4422 -2.3348 7.4914
H 1.2011 -6.0561 4.1081
H 2.8943 -6.0174 4.5465
H 1.8261 -8.3111 4.7251
H 2.6036 -7.7809 6.2132
H -0.3634 -7.4459 5.6394
H 1.0563 -9.5092 7.3929
H -0.6907 -9.2676 7.3330
H 0.1686 -9.8529 5.9054
H 1.1500 -7.1802 8.2649
H -0.5063 -6.6952 7.9589
H 4.5184 -3.0361 2.4550
H 2.9761 -2.4112 1.9286
H 4.7555 -1.6906 0.3532
H 5.6397 -0.9251 1.6686
*
```

So, what does the Löwdin scheme give us? The charges, in e, come out as:
1 C -0.115
2 O -0.201
3 C -0.250
4 C -0.175
5 C -0.204
6 C -0.104
7 C -0.498
8 O 0.056
9 N 0.112
10 C -0.306
11 C -0.131
12 C -0.133
13 C -0.280
14 N -0.040
15 C -0.058
16 C -0.375
17 O 0.052
18 C -0.115
19 C -0.100
20 N 0.113
21 C -0.299
22 N 0.039
23 C -0.114
24 C -0.148
25 C -0.387
26 C -0.074
27 C -0.084
28 C -0.142
29 C -0.129
30 H 0.086
31 H 0.087
32 H 0.088
33 H 0.126
34 H 0.124
35 H 0.125
36 H 0.117
37 H 0.103
38 H 0.118
39 H 0.124
40 H 0.120
41 H 0.123
42 H 0.146
43 H 0.123
44 H 0.117
45 H 0.105
46 H 0.125
47 H 0.146
48 H 0.088
49 H 0.095
50 H 0.088
51 H 0.097
52 H 0.128
53 H 0.128
54 H 0.122
55 H 0.129
56 H 0.147
57 H 0.083
58 H 0.080
59 H 0.078
60 H 0.129
61 H 0.126
62 H 0.124
63 H 0.105
64 H 0.117
65 H 0.121

***

(3)
DFT (ωB97M-V with the def2-TZVPD basis set) results for a cluster of 3 separate species, C22H37BFNO15P2 in total.

The SMILES is O=C(O)Cc1cc(F)c2c(c1)C(=O)N(OB(O)O)C2=O.CCOP(=O)(OCC)OCC.CCOP(=O)(OCC)OCC. Its gap between HOMO and LUMO is 7.1409 eV. The HOMO energy is -9.452 eV. The molecular weight is 647.3 g/mol.

```
! wB97M-V def2-TZVPD RIJCOSX def2/J DEFGRID3
* xyz 0 1
O 5.5243 -2.6499 -0.3254
C 6.3232 -1.5647 -0.3773
O 7.7730 -1.8027 -0.3011
C 5.6093 -0.0631 -0.4673
C 4.0335 -0.3024 0.0356
C 3.5672 -0.1981 1.6299
C 1.9897 -0.4780 2.1090
F 1.5283 -0.3713 3.5262
C 0.9445 -0.8871 0.9140
C 1.4090 -0.9796 -0.6861
C 2.9488 -0.6935 -1.1737
C 0.0581 -1.4292 -1.5294
O -0.2195 -1.3709 -2.8350
N -0.8423 -1.9023 -0.4088
O -1.3393 -3.1496 -0.4785
B -0.2800 -4.1778 -0.5028
O 0.3484 -4.7890 0.7078
O 0.2468 -4.6290 -1.8375
C -0.6670 -1.2789 0.9588
O -1.5792 -1.0564 1.9303
H 7.8659 -2.7875 -0.0582
H 6.1267 0.7283 0.2292
H 5.5682 0.2841 -1.6028
H 4.4041 0.0687 2.4184
H 3.2558 -0.7847 -2.3019
H 1.1019 -4.1533 0.9776
H 1.1096 -4.1339 -2.0475
O -7.5791 -2.8428 1.5475
P -6.6058 -3.1916 2.7000
O -7.5906 -4.3430 3.3719
C -7.8479 -5.5326 2.6491
C -6.6545 -6.4648 2.6808
O -7.0666 -1.9309 3.6860
C -7.6410 -0.7560 3.1297
C -9.1590 -0.8626 3.0997
O -5.5182 -3.5812 3.9877
C -4.2472 -4.1140 3.6611
C -3.6497 -3.5649 2.3782
H -8.1349 -5.3047 1.6181
H -8.7009 -6.0228 3.1258
H -5.8272 -6.0489 2.0971
H -6.9098 -7.4393 2.2561
H -6.2990 -6.6086 3.7059
H -7.2303 -0.5570 2.1348
H -7.3503 0.0865 3.7631
H -9.5049 -1.8060 2.6722
H -9.5904 -0.0354 2.5266
H -9.5589 -0.8189 4.1190
H -4.3151 -5.2032 3.6169
H -3.5778 -3.8734 4.4937
H -4.2619 -3.8338 1.5103
H -2.6476 -3.9704 2.2215
H -3.5898 -2.4745 2.4132
O 4.3686 6.1668 -4.3204
P 3.8854 5.2402 -3.1779
O 5.3236 5.2708 -2.3546
C 5.7549 6.4865 -1.7715
C 4.9722 6.8016 -0.5137
O 4.1537 3.8175 -4.0010
C 4.1604 3.7994 -5.4221
C 5.5722 3.9977 -5.9552
O 3.3455 4.2050 -1.9013
C 2.2729 4.6408 -1.0855
C 1.2252 5.4617 -1.8156
H 5.6813 7.3081 -2.4903
H 6.8116 6.3667 -1.5179
H 3.9354 7.0524 -0.7597
H 5.4087 7.6540 0.0138
H 4.9548 5.9400 0.1611
H 3.4686 4.5470 -5.8229
H 3.7869 2.8230 -5.7425
H 6.0807 4.8450 -5.4908
H 5.5553 4.1465 -7.0398
H 6.1826 3.1136 -5.7398
H 2.6720 5.1977 -0.2350
H 1.7970 3.7423 -0.6787
H 1.6489 6.3999 -2.1905
H 0.4005 5.7098 -1.1436
H 0.8307 4.9128 -2.6741
*
```

So, what does the Löwdin scheme give us? The charges, in e, come out as:
1 O -0.053
2 C -0.260
3 O -0.003
4 C -0.056
5 C -0.102
6 C 0.071
7 C -0.012
8 F -0.056
9 C 0.051
10 C 0.015
11 C 0.074
12 C -0.180
13 O 0.038
14 N -0.066
15 O 0.065
16 B -0.427
17 O 0.061
18 O 0.058
19 C -0.133
20 O 0.020
21 H 0.143
22 H 0.133
23 H 0.142
24 H 0.112
25 H 0.121
26 H 0.132
27 H 0.128
28 O -0.243
29 P 0.733
30 O -0.235
31 C -0.306
32 C -0.085
33 O -0.227
34 C -0.305
35 C -0.079
36 O -0.193
37 C -0.310
38 C -0.091
39 H 0.106
40 H 0.119
41 H 0.063
42 H 0.079
43 H 0.083
44 H 0.102
45 H 0.113
46 H 0.069
47 H 0.076
48 H 0.075
49 H 0.095
50 H 0.124
51 H 0.071
52 H 0.081
53 H 0.071
54 O -0.236
55 P 0.731
56 O -0.238
57 C -0.304
58 C -0.084
59 O -0.234
60 C -0.304
61 C -0.077
62 O -0.204
63 C -0.317
64 C -0.089
65 H 0.108
66 H 0.119
67 H 0.064
68 H 0.081
69 H 0.082
70 H 0.104
71 H 0.114
72 H 0.070
73 H 0.078
74 H 0.075
75 H 0.096
76 H 0.121
77 H 0.067
78 H 0.087
79 H 0.087